Density functional theory data (ωB97M-V/def2-TZVPD) for 3 unconnected molecules or ions with the total composition C35H29ClF38N3O5PS in a non-equilibrium geometry.

Element x y z (Å)
1 N -1.3239 0.3839 5.5955
2 C -1.3468 0.0186 4.3905
3 C -2.6621 -0.1899 3.6863
4 N -2.9336 0.8419 2.6361
5 C -1.8402 1.6854 2.2531
6 O -1.4236 2.5924 2.9151
7 C -1.3906 1.2641 0.8926
8 C -0.2661 1.6369 0.1856
9 C 0.6981 2.6450 0.7688
10 C 0.1630 4.0726 0.5385
11 C 1.1946 5.1535 0.8213
12 F 0.6544 6.2296 1.4426
13 F 2.1597 4.6589 1.6517
14 C 1.9723 5.7002 -0.4080
15 F 2.5007 4.6575 -1.0909
16 F 3.0001 6.4414 0.0447
17 C 1.1283 6.6371 -1.3579
18 F 1.3686 7.9020 -0.9725
19 F -0.1914 6.4286 -1.2134
20 C 1.5435 6.5968 -2.8756
21 F 2.8724 6.5161 -2.9445
22 F 1.1698 7.7586 -3.4162
23 S 0.7577 5.2490 -3.9755
24 F 2.1346 4.4758 -4.1168
25 F 1.1059 6.0964 -5.2651
26 F -0.6375 5.9876 -3.8431
27 F 0.4061 4.3536 -2.7050
28 F 0.0747 4.1633 -4.8855
29 C -0.0785 1.0337 -1.0687
30 C 1.1719 1.3669 -1.8494
31 C 2.3308 0.3666 -1.5607
32 C 3.6035 0.9974 -0.9839
33 N 3.6970 0.8028 0.4861
34 C -1.0291 0.1118 -1.5777
35 P -0.5651 -0.5843 -3.2262
36 O -0.8551 -2.1748 -2.9133
37 Cl -2.2146 -0.0202 -4.3595
38 C -2.1990 -0.2161 -0.8571
39 C -3.2936 -1.1593 -1.3157
40 C -4.5277 -0.3668 -1.7854
41 C -5.4646 -1.2104 -2.6137
42 F -4.7811 -1.9109 -3.5667
43 F -6.0633 -2.1453 -1.8359
44 C -6.5717 -0.4285 -3.4024
45 F -7.6372 -1.2333 -3.5792
46 F -6.0750 -0.1150 -4.6164
47 C -7.1092 0.9221 -2.8298
48 F -6.1519 1.8645 -2.8977
49 F -8.1043 1.2877 -3.6646
50 C -7.7079 0.8976 -1.3759
51 F -8.8495 1.5857 -1.3382
52 F -6.8523 1.4604 -0.5115
53 F -7.9524 -0.3563 -0.9857
54 C -2.3257 0.3719 0.3921
55 C -3.3958 0.2246 1.4178
56 O -4.4832 -0.2675 1.3044
57 H -0.3631 0.4533 5.9294
58 H -0.4413 -0.1870 3.8075
59 H -2.6311 -1.1730 3.2048
60 H -3.4570 -0.1893 4.4300
61 H 1.6813 2.5118 0.3279
62 H 0.7790 2.4717 1.8410
63 H -0.6515 4.2324 1.2496
64 H -0.2429 4.1744 -0.4627
65 H 0.9631 1.3645 -2.9177
66 H 1.5047 2.3731 -1.6074
67 H 2.5601 -0.1405 -2.5033
68 H 1.9873 -0.4085 -0.8729
69 H 4.4746 0.5339 -1.4506
70 H 3.6350 2.0706 -1.1896
71 H 3.7763 1.6948 0.9572
72 H 4.5381 0.2880 0.7096
73 H -1.1997 -2.6335 -3.6909
74 H -2.9228 -1.7973 -2.1034
75 H -3.5706 -1.7670 -0.4541
76 H -4.2120 0.5246 -2.3235
77 H -5.0783 -0.0654 -0.8936
78 C -3.4919 -5.9312 6.4628
79 C -2.6193 -6.4759 7.5997
80 C -2.3733 -5.5661 8.8069
81 F -1.7228 -4.4445 8.4392
82 F -1.6045 -6.2321 9.6964
83 F -1.4450 -6.9244 7.1131
84 F -3.2998 -7.5488 8.1034
85 O -2.8251 -5.3969 5.3367
86 C -2.4475 -4.0898 5.2731
87 C -0.9269 -3.9382 5.1361
88 F -0.2932 -4.5217 6.1684
89 F -0.6266 -2.6169 5.1408
90 F -2.9246 -3.3629 6.2954
91 F -2.9728 -3.5717 4.1315
92 H -4.0085 -6.8066 6.0731
93 H -4.2568 -5.2522 6.8413
94 H -3.3192 -5.3008 9.2864
95 H -0.5874 -4.3877 4.2011
96 C 8.6378 -3.0497 -2.9826
97 C 7.8617 -2.5825 -1.7415
98 C 6.4595 -3.1607 -1.5277
99 F 5.6338 -2.8421 -2.5458
100 F 5.9332 -2.6356 -0.3975
101 F 7.8199 -1.2361 -1.6919
102 F 8.5828 -3.0133 -0.6650
103 O 8.6175 -2.2070 -4.1201
104 C 7.6207 -2.2780 -5.0545
105 C 6.8318 -0.9622 -5.1372
106 F 6.3469 -0.6255 -3.9263
107 F 5.8011 -1.1219 -5.9941
108 F 6.8115 -3.3333 -4.8573
109 F 8.2026 -2.4435 -6.2633
110 H 9.6807 -3.0474 -2.6707
111 H 8.3835 -4.0787 -3.2379
112 H 6.5047 -4.2482 -1.4267
113 H 7.4821 -0.1596 -5.4902

Computed properties:
energy above the lowest of the compared OMol25 structures with the same formula, charge and spin = 0.00 kJ/mol
Kohn-Sham gap = 0.3164 Ha
SMILES string = [H]/N=C/CN1C(=O)c2c(CCC(F)(F)C(F)(F)C(F)(F)C(F)(F)S(F)(F)(F)(F)F)c(CCCN)c(P(O)Cl)c(CCC(F)(F)C(F)(F)C(F)(F)C(F)(F)F)c2C1=O.FC(F)C(F)(F)COC(F)(F)C(F)F.FC(F)C(F)(F)COC(F)(F)C(F)F
charge = 0